Entry 1:
The following is a DFT calculation (ωB97M-V with the def2-TZVPD basis set) of the molecule C4H8O3.

```
! RIJCOSX wB97M-V def2-TZVPD def2/J DEFGRID3
* xyz 0 1
C -1.5541 1.0596 -0.7834
C -0.3804 0.5601 0.0436
O -0.7384 0.6725 1.4013
C -0.0234 -0.8922 -0.3283
O 1.3888 -1.1087 -0.5399
C 2.1761 -0.9330 0.5122
O 1.8245 -0.5801 1.6141
H -2.4167 0.3936 -0.6722
H -1.2820 1.1098 -1.8431
H -1.8463 2.0573 -0.4461
H 0.5003 1.1842 -0.1812
H 0.0225 0.3446 1.9066
H -0.4690 -1.1949 -1.2777
H -0.3748 -1.5597 0.4653
H 3.2167 -1.1565 0.2396
*
```

As for the SMILES: C[C@@H](O)COC=O. The value obtained for the energy above the lowest of the compared OMol25 structures with the same formula, charge and spin is 0.901 eV. Its HOMO energy is -10.29 eV. The calculation puts the largest force on an atom at 0.5 eV/Å.

Löwdin population analysis, charges in e, atoms 1 to 4:
1. C -0.048
2. C -0.432
3. O -0.039
4. C -0.101



Entry 2:
The following is a DFT calculation (ωB97M-V with the def2-TZVPD basis set) of the molecule C4H8O3.

```
! RIJCOSX wB97M-V def2-TZVPD def2/J DEFGRID3
* xyz 0 1
O 1.1179 -0.7884 -0.9232
C 0.6026 -0.5744 0.1565
C 1.4451 -0.0549 1.3039
O 2.7747 0.1177 0.9200
C -0.8840 -0.7736 0.3814
C -1.6189 0.3374 -0.3643
O -1.0206 1.5590 0.0305
H 1.0010 0.8903 1.6531
H 1.3542 -0.7813 2.1287
H 2.8144 -0.1748 -0.0067
H -1.1773 -1.7554 -0.0057
H -1.1292 -0.7195 1.4481
H -1.5066 0.1788 -1.4432
H -2.6906 0.3320 -0.1203
H -1.0661 2.1738 -0.7005
*
```

As for the SMILES: O=C(CO)CCO. The value obtained for the energy above the lowest of the compared OMol25 structures with the same formula, charge and spin is 1.309 eV. Its HOMO energy is -10.14 eV. The calculation puts the largest force on an atom at 0.4 eV/Å.

Löwdin population analysis, charges in e, atoms 1 to 4:
1. O 0.093
2. C -0.375
3. C -0.206
4. O -0.043



Entry 3:
The following is a DFT calculation (ωB97M-V with the def2-TZVPD basis set) of the molecule C4H8O3 at a distorted geometry.

```
! RIJCOSX wB97M-V def2-TZVPD def2/J DEFGRID3
* xyz 0 1
C 1.8680 0.0258 0.8557
C 0.8774 0.6691 0.2514
O 0.2633 1.7029 0.8692
C -1.0693 2.0172 0.5266
O 0.3799 0.2650 -0.9780
O 0.5659 -1.2420 -0.8855
C -0.5717 -2.1002 -1.0291
H 2.0728 0.2194 1.8964
H 2.4203 -0.7314 0.3258
H -1.1270 2.4064 -0.4896
H -1.7219 1.1472 0.6190
H -1.3938 2.7885 1.2274
H -0.9221 -2.1243 -2.0527
H -1.3840 -1.9005 -0.3359
H -0.2577 -3.1433 -0.8008
*
```

As for the SMILES: C=C(OC)OOC. The value obtained for the energy above the lowest of the compared OMol25 structures with the same formula, charge and spin is 5.710 eV. Its HOMO energy is -8.48 eV. The calculation puts the largest force on an atom at 1.8 eV/Å.

Löwdin population analysis, charges in e, atoms 1 to 4:
1. C 0.091
2. C -0.439
3. O -0.063
4. C -0.068



Entry 4:
The following is a DFT calculation (ωB97M-V with the def2-TZVPD basis set) of a cluster of 2 separate species, C4H8O3 in total at a distorted geometry.

```
! RIJCOSX wB97M-V def2-TZVPD def2/J DEFGRID3
* xyz 0 1
O -0.2171 3.0650 1.0203
C -0.4162 1.9069 1.3033
C 0.1453 0.8296 0.4261
C 0.3965 -0.4784 1.1570
C 1.1279 -1.4565 0.2330
O 1.2368 -2.6366 0.3904
H -0.9679 1.6748 2.2298
H -0.3961 0.6040 -0.5165
H 1.0740 1.2749 0.0150
H -0.5610 -1.0763 1.2703
H 1.0322 -0.3923 2.0527
H 1.5761 -0.8715 -0.5932
O -1.0787 -0.6866 -2.7388
H -1.6955 -1.4169 -2.6288
H -1.2562 -0.3401 -3.6205
*
```

As for the SMILES: O=CCCC=O.O. The value obtained for the energy above the lowest of the compared OMol25 structures with the same formula, charge and spin is 2.061 eV. Its HOMO energy is -9.80 eV. The calculation puts the largest force on an atom at 2.1 eV/Å.

Löwdin population analysis, charges in e, atoms 1 to 4:
1. O 0.044
2. C -0.261
3. C -0.185
4. C -0.164



Entry 5:
The following is a DFT calculation (ωB97M-V with the def2-TZVPD basis set) of the ion C4H8O3P with charge -1 at a distorted geometry.

```
! RIJCOSX wB97M-V def2-TZVPD def2/J DEFGRID3
* xyz -1 1
C 2.2505 0.8198 0.8580
C 1.3677 -0.1853 0.1341
O 0.2045 -0.5263 0.9370
C -0.0337 0.2732 -0.1850
P -0.9279 -0.3409 -1.6258
C -2.3839 -1.3041 -0.8367
O -0.0262 -1.2297 -2.4393
O -1.5997 0.8594 -2.2011
H 1.6258 1.0403 1.7606
H 2.4343 1.7418 0.1881
H 3.2541 0.2608 1.1971
H 1.7360 -0.8705 -0.6211
H -0.2102 1.3729 0.0672
H -2.6304 -1.7728 -1.7437
H -2.1526 -2.0763 -0.0654
H -3.2668 -0.6871 -0.5508
*
```

As for the SMILES: C[C@H]1O[C@@H]1[P@](C)(=O)[O-]. The value obtained for the energy above the lowest of the compared OMol25 structures with the same formula, charge and spin is 1.200 eV. Its HOMO energy is -4.67 eV. The calculation puts the largest force on an atom at 2.7 eV/Å.

Löwdin population analysis, charges in e, atoms 1 to 4:
1. C -0.084
2. C -0.334
3. O -0.087
4. C -0.363



Entry 6:
The following is a DFT calculation (ωB97M-V with the def2-TZVPD basis set) of a structure of composition C4H8O3Sn at a distorted geometry.

```
! RIJCOSX wB97M-V def2-TZVPD def2/J DEFGRID3
* xyz 3 2
H -1.6662 -0.3134 1.6704
C -0.8871 1.4489 0.7740
H -0.7530 2.1981 1.6305
H -1.1586 2.4016 0.1898
C -1.9427 0.4595 0.9317
H -2.1748 0.0141 -0.0402
H -2.7337 1.1456 1.3412
O 0.4689 1.1413 0.3712
C 0.9587 -0.0222 -0.1154
O 1.4567 -0.8022 0.6793
Sn 1.8973 -1.2017 2.3874
O 0.8590 -0.1587 -1.3694
C 1.3410 -1.3776 -1.9988
H 2.4064 -1.4873 -1.7755
H 0.7599 -2.2206 -1.6119
H 1.1681 -1.2255 -3.0644
*
```

Its HOMO energy (alpha / beta) is -25.12 / -25.11 eV. The calculation puts the largest force on an atom at 7.7 eV/Å. The expectation value of S² is 0.75.

Löwdin population analysis, charges in e, atoms 1 to 4:
1. H 0.139
2. C -0.052
3. H 0.264
4. H 0.284



Entry 7:
The following is a DFT calculation (ωB97M-V with the def2-TZVPD basis set) of the molecule C4H8O4 at a distorted geometry.

```
! RIJCOSX wB97M-V def2-TZVPD def2/J DEFGRID3
* xyz 0 1
C 1.3296 -0.9255 -0.7152
C 0.1255 -0.9130 0.2133
C 0.3139 0.2463 1.5218
O 0.6564 1.4443 0.9658
O -0.0397 1.7463 -0.2250
C -1.2550 0.9826 -0.4105
O -2.1554 0.9827 0.3911
O -1.4221 0.9504 -1.7502
H 2.2449 -0.6622 -0.1835
H 1.2231 -0.1953 -1.5145
H 1.4714 -1.9169 -1.1458
H -0.7938 -1.2329 -0.2758
H 0.2122 -1.7394 0.9284
H 1.1468 -0.0338 2.1655
H -0.6855 0.2555 1.9646
H -2.3724 1.0110 -1.9299
*
```

As for the SMILES: CCCOOC(=O)O. The value obtained for the energy above the lowest of the compared OMol25 structures with the same formula, charge and spin is 5.882 eV. Its HOMO energy is -9.69 eV. The calculation puts the largest force on an atom at 4.5 eV/Å.

Löwdin population analysis, charges in e, atoms 1 to 4:
1. C -0.106
2. C -0.185
3. C -0.139
4. O -0.074



Entry 8:
The following is a DFT calculation (ωB97M-V with the def2-TZVPD basis set) of a structure of composition C4H8OS at a distorted geometry.

```
! RIJCOSX wB97M-V def2-TZVPD def2/J DEFGRID3
* xyz 0 1
C -0.2415 1.9626 -1.1879
C 1.0606 -0.1125 -1.1470
C 0.1507 -0.9875 -0.2327
C 0.5123 -1.1241 1.3467
H -0.2494 2.2211 -2.2843
H -0.0940 2.8342 -0.6261
H -1.0432 1.4849 -0.7405
H 2.3082 -0.4601 -0.9614
H 0.8636 -0.2554 -2.3515
H 0.0697 -2.0788 -0.5711
H 0.5966 -1.9205 2.0412
H 1.3095 -0.3567 2.2105
O 0.8341 1.1334 -0.6149
S -1.2079 -0.5604 0.9705
*
```

The value obtained for the energy above the lowest of the compared OMol25 structures with the same formula, charge and spin is 4.947 eV. Its HOMO energy is -8.73 eV. The calculation puts the largest force on an atom at 4.8 eV/Å.

Löwdin population analysis, charges in e, atoms 1 to 4:
1. C -0.048
2. C -0.288
3. C -0.530
4. C -0.440